[1]
3 unconnected molecules or ions with the total composition C26H62F3N6O7P3SSi at a distorted geometry, computed with wB97M-V/def2-TZVPD.

As for the molar mass: 780.9 Da. As for the HOMO energy: -8.2 eV. The calculation puts the lowest unoccupied orbital energy at 0.2805 eV. As for the SMILES: CCOP(=O)(CCC[Si@@](S)(CCC(F)=C(F)F)COC(C)=O)OCC.CN(C)P(=O)(N(C)C)N(C)C.CN(C)P(=O)(N(C)C)N(C)C. The orbital gap comes out at 0.310 Eh. The electronic energy comes out at -105972.2269 eV.

```
! RIJCOSX wB97M-V def2-TZVPD def2/J DEFGRID3
* xyz 0 1
C 2.688 -1.720 2.785
C 1.218 -1.944 2.484
O 0.678 -3.097 3.161
P 1.075 -4.533 2.549
O 1.759 -5.309 3.590
C -0.458 -5.418 2.098
C -1.727 -4.590 2.411
C -2.959 -5.514 2.558
Si -4.366 -5.154 1.363
S -4.764 -7.039 0.360
C -5.989 -4.697 2.236
C -5.825 -3.822 3.489
C -5.014 -2.592 3.267
F -5.572 -1.658 2.463
C -3.810 -2.339 3.795
F -2.845 -1.667 3.180
F -3.502 -2.765 5.021
C -3.923 -3.951 -0.031
O -3.759 -2.588 0.415
C -4.423 -1.697 -0.382
C -3.588 -0.643 -1.063
O -5.618 -1.740 -0.516
O 1.956 -4.333 1.234
C 3.137 -5.154 1.136
C 3.897 -4.629 -0.088
H 3.312 -2.565 2.509
H 3.050 -0.850 2.240
H 2.826 -1.567 3.853
H 0.684 -1.071 2.853
H 1.058 -1.977 1.408
H -0.401 -5.655 1.037
H -0.464 -6.321 2.699
H -1.542 -4.069 3.344
H -1.819 -3.859 1.611
H -2.626 -6.536 2.380
H -3.366 -5.503 3.568
H -5.655 -6.621 -0.555
H -6.411 -5.645 2.570
H -6.688 -4.279 1.514
H -5.416 -4.355 4.342
H -6.822 -3.488 3.795
H -2.954 -4.278 -0.422
H -4.640 -4.054 -0.842
H -3.181 -1.059 -1.982
H -2.788 -0.331 -0.397
H -4.258 0.172 -1.297
H 2.890 -6.201 0.980
H 3.773 -5.033 2.004
H 3.150 -4.219 -0.762
H 4.524 -3.796 0.218
H 4.474 -5.412 -0.568
C 1.040 0.877 -3.055
N 1.877 0.555 -1.923
C 1.101 0.326 -0.714
P 3.360 -0.317 -1.978
O 2.875 -1.710 -1.664
N 4.026 -0.648 -3.542
C 3.432 -0.225 -4.790
C 4.631 -1.969 -3.683
N 4.277 1.125 -1.899
C 3.808 2.406 -1.381
C 5.713 1.095 -2.174
H 0.267 1.588 -2.750
H 0.544 -0.004 -3.489
H 1.595 1.401 -3.833
H 1.717 0.512 0.174
H 0.711 -0.699 -0.649
H 0.260 1.018 -0.656
H 2.435 -0.655 -4.948
H 4.060 -0.534 -5.628
H 3.382 0.865 -4.853
H 3.893 -2.749 -3.906
H 5.153 -2.255 -2.770
H 5.375 -1.954 -4.484
H 3.318 2.979 -2.172
H 4.638 3.008 -1.004
H 3.115 2.297 -0.551
H 5.920 1.529 -3.155
H 6.101 0.080 -2.162
H 6.278 1.648 -1.420
C 1.259 6.992 -1.624
N 0.144 6.081 -1.739
C 0.177 5.318 -2.979
P -0.620 5.256 -0.431
O 0.114 3.939 -0.476
N -0.165 5.726 1.171
C 0.786 6.771 1.477
C -0.040 4.624 2.121
N -1.908 6.379 -0.386
C -2.327 7.244 -1.483
C -2.832 6.386 0.748
H 1.421 7.502 -2.577
H 2.197 6.493 -1.342
H 1.053 7.798 -0.921
H -0.830 4.979 -3.244
H 0.826 4.435 -2.913
H 0.526 5.938 -3.805
H 1.788 6.557 1.085
H 0.876 6.890 2.559
H 0.440 7.740 1.108
H 0.935 4.125 2.062
H -0.810 3.873 1.946
H -0.182 4.994 3.140
H -1.759 8.177 -1.468
H -3.384 7.502 -1.401
H -2.207 6.775 -2.455
H -2.633 7.245 1.393
H -2.739 5.483 1.345
H -3.872 6.430 0.418
*
```



[2]
A molecular structure, C4H4CuO2 at a distorted geometry, computed with wB97M-V/def2-TZVPD.

As for the molar mass: 147.6 Da. As for the HOMO energy: -14.3 eV. The calculation puts the lowest unoccupied orbital energy at -5.3862 eV. The orbital gap comes out at 0.326 Eh. The electronic energy comes out at -52936.8414 eV.

```
! RIJCOSX wB97M-V def2-TZVPD def2/J DEFGRID3
* xyz 1 1
O 1.457 -0.932 0.347
C 0.273 -1.103 0.870
C -0.615 0.001 0.558
C -0.176 1.260 0.290
H 2.026 -1.694 0.515
H -1.689 -0.205 0.574
H 0.886 1.506 0.369
H -0.873 2.101 0.287
Cu -0.572 -2.749 2.249
C -0.267 1.028 -2.486
O -0.450 0.787 -3.573
*
```



[3]
A molecular structure, C23H19F3N3OReS2, computed with wB97M-V/def2-TZVPD.

As for the molar mass: 660.8 Da. As for the HOMO energy (spin up / spin down): -17.8 / -17.8 eV. The calculation puts the lowest unoccupied orbital energy (spin up / spin down) at -11.0644 / -10.8808 eV. The orbital gap (spin up / spin down) comes out at 0.248 / 0.255 Eh. The electronic energy comes out at -62604.9426 eV.

```
! RIJCOSX wB97M-V def2-TZVPD def2/J DEFGRID3
* xyz 3 2
Re 0.540 -0.528 -0.221
C -1.395 -3.417 2.485
C -0.614 -4.548 2.312
C 0.475 -4.495 1.450
C 0.745 -3.319 0.777
N -0.034 -2.223 0.933
C -1.070 -2.274 1.781
C 1.898 -3.135 -0.125
C 2.835 -4.114 -0.386
C 3.905 -3.833 -1.226
C 4.016 -2.572 -1.795
C 3.052 -1.634 -1.509
N 2.012 -1.897 -0.686
H -2.238 -3.411 3.160
H -0.839 -5.461 2.848
H 1.100 -5.365 1.319
H -1.639 -1.360 1.904
H 2.744 -5.094 0.059
H 4.645 -4.596 -1.433
H 4.836 -2.319 -2.452
H 3.090 -0.639 -1.926
F 2.080 3.825 2.077
C 3.130 3.567 1.284
F 3.813 4.679 1.083
F 3.907 2.673 1.912
C 2.638 2.974 -0.023
C 2.860 3.562 -1.265
C 2.370 2.957 -2.415
C 1.670 1.767 -2.317
N 1.453 1.199 -1.123
C 1.919 1.801 -0.011
S 1.388 0.733 1.333
H 3.414 4.491 -1.327
H 2.532 3.407 -3.385
H 1.279 1.253 -3.185
C -3.195 0.117 -2.317
S -2.782 -0.126 -0.602
O -1.182 0.186 -0.668
C -3.440 1.246 0.244
C -4.245 0.934 1.342
C -4.846 1.970 2.040
C -4.628 3.282 1.643
C -3.814 3.582 0.550
C -3.218 2.565 -0.167
H -2.904 1.112 -2.643
H -4.279 -0.001 -2.370
H -2.712 -0.667 -2.896
H -4.421 -0.096 1.627
H -5.487 1.754 2.882
H -5.104 4.088 2.187
H -3.661 4.613 0.261
H -2.594 2.789 -1.022
*
```